# 1
Molecular formula: C26H65N3O11S3
Method: DFT, ωB97M-V/def2-TZVPD

The geometry in XYZ format:
```
108
Properties=species:S:1:pos:R:3
S 0.069 0.078 -0.861
S 1.398 3.898 -2.954
S -4.002 -3.494 -2.534
O 1.508 -4.126 0.213
O -5.072 -4.066 -3.432
O 5.288 2.455 -1.552
O 2.484 -3.783 -2.647
O -1.351 -2.963 0.592
O 3.268 4.357 1.729
O -1.301 4.419 2.209
O 0.077 3.257 -2.581
O 2.278 -1.575 3.195
O 3.851 -1.296 -3.509
O -1.080 -0.331 0.017
N -1.932 1.536 3.739
N -1.961 3.194 -0.761
N -6.322 0.020 0.094
C -2.061 1.423 5.090
C -3.716 3.647 0.510
C -3.298 4.836 -0.140
C -2.452 -4.432 -2.742
C -6.491 -0.551 1.335
C 0.072 4.265 1.923
C 1.009 -1.421 -1.255
C -5.044 -0.189 -0.302
C 1.310 0.865 0.164
C -4.362 -0.903 0.639
C -4.354 -4.116 -0.867
C -2.164 0.336 3.108
C 3.866 3.071 1.599
C 2.667 -3.977 1.019
C 3.602 -0.537 -4.699
C -2.874 2.643 0.075
C 2.498 2.550 -3.444
C 1.415 -0.533 3.602
C 2.767 -4.987 -3.338
C -5.316 -1.221 1.633
C -2.493 -0.545 4.125
C 5.174 1.049 -1.290
C -1.007 -3.572 1.817
C -2.175 4.538 -0.892
C 2.281 4.447 -1.457
C -2.435 0.118 5.359
H 5.895 0.491 -1.892
H -3.725 -3.507 -0.217
H -2.866 1.591 0.310
H 2.764 4.437 2.539
H 4.776 -1.564 -3.515
H 2.158 1.171 -0.459
H 3.454 -4.660 0.668
H -1.626 5.168 -1.568
H -5.140 -1.846 2.494
H 1.781 0.190 0.883
H 3.877 -1.145 -5.563
H 2.210 2.161 -4.416
H -2.586 -5.507 -2.675
H -4.136 -5.179 -0.781
H 0.407 -2.040 -1.915
H 6.233 2.637 -1.516
H 1.979 -2.439 3.484
H -1.542 -3.074 2.637
H -1.743 2.441 3.331
H -2.671 -0.366 6.293
H 5.363 0.860 -0.232
H 1.028 -0.655 4.613
H -4.728 0.169 -1.271
H 2.021 -5.715 -3.009
H -5.395 -3.953 -0.598
H 2.007 3.813 -0.619
H 3.120 2.355 1.977
H 2.822 -3.035 -3.158
H -4.504 3.614 1.243
H 3.497 2.985 -3.540
H -1.695 -4.103 -2.025
H 4.110 0.427 -4.735
H -2.071 -4.065 -3.697
H -2.735 -1.570 3.894
H -7.462 -0.543 1.801
H 1.845 -4.104 -0.694
H -7.043 0.520 -0.386
H 2.587 1.764 -2.696
H 0.566 -0.436 2.913
H 0.532 5.259 1.894
H 1.113 -1.969 -0.314
H 2.529 -0.370 -4.754
H 1.935 0.417 3.462
H 1.995 -1.186 -1.652
H 3.760 -5.384 -3.107
H 4.780 2.895 2.167
H 4.179 0.723 -1.580
H 1.934 5.469 -1.295
H 2.657 -4.934 -4.426
H 0.944 1.770 0.645
H -1.371 -4.598 1.852
H 0.234 3.797 0.947
H 3.967 2.847 0.539
H 0.064 -3.512 2.030
H -1.946 0.217 2.061
H -1.141 -2.002 0.619
H -1.885 2.310 5.675
H 2.486 -4.344 2.033
H -1.806 4.370 1.370
H -3.783 5.798 -0.100
H -1.229 2.715 -1.272
H 0.546 3.646 2.691
H 3.043 -2.952 1.085
H 3.353 4.582 -1.603
H -3.339 -1.236 0.602
```

## Properties
F_max in Eh/bohr: 0.0359
Charge: 0
Gap between HOMO and LUMO in eV: 7.3
Highest occupied orbital energy in eV: -7.53
Electronic energy in Eh: -3215.87555

***

# 2
Molecular formula: C26H66BN2O17
Method: DFT, ωB97M-V/def2-TZVPD

The geometry in XYZ format:
```
112
Properties=species:S:1:pos:R:3
O 4.236 0.105 2.507
O -1.013 6.191 -3.221
O 0.632 0.415 -0.390
O 0.000 2.488 0.535
O -0.911 -1.302 6.195
O 1.444 -0.264 3.837
O -2.580 4.623 -1.301
O 1.465 5.974 -1.695
O 1.306 1.004 1.880
O 0.211 3.642 -1.357
O 0.749 -1.875 -2.783
O -0.846 0.373 1.454
O -1.395 -0.572 3.302
O -3.538 -2.645 2.752
O 1.646 2.725 -4.431
O 2.698 0.242 6.534
O 0.753 1.002 -2.510
N -5.891 1.169 -0.972
N 5.378 -2.169 0.114
C 5.517 -3.025 -1.084
C 4.253 -2.661 1.053
C 5.455 -2.136 -2.447
C -6.314 1.758 -2.288
C 4.804 -0.970 -2.035
C 2.844 -2.471 0.503
C -4.912 2.031 -0.175
C -3.326 -1.201 -2.625
C -3.533 2.349 1.916
C -4.369 1.468 1.217
C -2.886 -2.332 -1.618
C 0.419 -2.952 0.632
C -5.143 -0.069 -1.209
C 5.031 -0.783 -0.462
C 0.299 2.599 -0.744
C 0.868 0.123 2.801
C -0.537 -0.046 2.528
C -7.215 0.994 -0.365
C -7.465 2.767 -2.077
C -3.862 0.039 -2.138
C 0.730 1.265 -1.287
C 6.585 -2.129 0.896
C 7.040 -3.406 1.715
C -8.119 2.261 -0.797
C 8.536 -3.216 2.152
C 1.804 -3.158 1.217
B 0.232 1.076 0.844
H -2.804 -2.053 2.674
H 1.692 2.226 -5.307
H -9.054 1.886 -0.988
H -3.882 -2.662 -1.268
H 4.701 0.837 2.019
H 6.414 -3.748 2.434
H -1.002 -1.456 5.307
H 4.998 -2.755 -3.213
H -5.280 1.237 1.943
H -1.944 4.731 -0.636
H -3.999 3.487 2.256
H -4.284 2.511 -0.647
H -5.040 -0.619 -0.317
H 4.292 -3.704 1.171
H -7.630 0.170 -0.818
H 5.112 0.000 -2.663
H 4.563 -3.642 -1.289
H 2.356 6.128 -1.636
H -3.988 0.634 1.000
H -2.604 -3.153 -1.967
H -7.098 3.855 -1.904
H 7.425 -1.611 0.168
H 3.712 -1.204 -2.177
H -3.074 0.781 -1.650
H 1.851 -2.779 2.343
H -0.408 -3.366 1.376
H 7.108 -4.249 1.109
H -2.273 -1.913 -0.950
H 6.442 -3.615 -1.137
H -8.086 2.702 -2.946
H 3.327 0.833 6.291
H -7.184 0.749 0.903
H 5.727 -0.090 -0.406
H 0.640 -0.920 -2.408
H 2.102 -4.094 1.301
H 1.198 5.116 -1.399
H -2.590 2.419 1.255
H -4.171 0.445 -3.141
H 1.288 -1.723 -3.529
H 8.775 -4.032 2.866
H 6.353 -1.986 -3.060
H 9.252 -3.223 1.497
H 2.438 -0.385 5.809
H -5.436 2.262 -2.800
H 3.281 0.286 2.747
H -5.737 -0.559 -1.781
H 1.431 2.061 -3.734
H 2.656 -1.510 0.443
H 0.224 -2.125 0.331
H 4.300 -2.249 1.930
H -1.729 -0.834 6.397
H 2.872 -2.841 -0.532
H 0.249 -3.732 -0.124
H -3.896 -1.689 -3.488
H -2.405 -1.229 -3.346
H -2.328 4.983 -1.998
H 6.369 -1.396 1.502
H -8.132 3.152 -0.132
H -3.349 2.035 2.870
H -5.576 2.809 0.100
H 8.570 -2.186 2.422
H -6.641 1.265 -3.189
H -0.534 5.977 -2.412
H 4.453 -0.216 0.262
H -4.405 -2.308 3.200
H -0.651 6.990 -3.532
```

## Properties
F_max in Eh/bohr: 0.2653
Charge: +1
Gap between HOMO and LUMO in eV: 9.4
Highest occupied orbital energy in eV: -12.01
Energy above the lowest of the compared OMol25 structures with the same formula, charge and spin in eV: 2.653
Electronic energy in Eh: -2443.14497

***

Look up the electronic energy of the first one.
-3215.87555 Eh

***

Which of these has the highest charge?
C26H66BN2O17

***

F_max of number 1 (C26H65N3O11S3)?
0.0359 Eh/bohr